Below is C5H9N in the gas phase, with properties calculated with ωB97M-V/def2-TZVPD.

Last columns: bonded neighbours and bond lengths (Å).
Atoms and positions in Å:
1 C -1.20 0.70 0.76  C2 1.540, C3 1.493, H7 1.104, H8 1.095
2 C -1.13 0.65 -0.78  C1 1.540, C6 1.533, H9 1.094, H10 1.094
3 C -0.23 -0.37 1.14  C1 1.493, N4 1.333, H11 1.082
4 N 0.71 -0.53 0.21  C3 1.333, C5 1.328, C6 1.486
5 C 1.91 -1.10 0.28  N4 1.328, H12 1.081, H13 1.080
6 C 0.28 0.11 -1.06  C2 1.533, N4 1.486, H14 1.094, H15 1.093
7 H -0.89 1.70 1.12  C1 1.104
8 H -2.21 0.53 1.14  C1 1.095
9 H -1.89 -0.04 -1.16  C2 1.094
10 H -1.29 1.62 -1.25  C2 1.094
11 H -0.09 -0.81 2.12  C3 1.082
12 H 2.26 -1.42 1.25  C5 1.081
13 H 2.46 -1.27 -0.63  C5 1.080
14 H 0.30 -0.65 -1.85  C6 1.094
15 H 1.00 0.88 -1.30  C6 1.093

Calculated values
* net charge: 0
* HOMO-LUMO gap: 7.5 eV
* LUMO energy: 1.1 eV
* max |F|: 0.0036 Eh/bohr
* ΔE to the lowest compared entry with this formula, charge and spin: 204.8 kJ/mol
* HOMO: -6.373 eV

=====

Below is C5H9N in the gas phase in a non-equilibrium geometry, with properties calculated with ωB97M-V/def2-TZVPD.

Last columns: bonded neighbours and bond lengths (Å).
Atoms and positions in Å:
1 C -0.85 1.29 -0.92  C2 1.526, H7 1.090, H8 1.087, H9 1.091
2 C -1.49 0.37 0.11  C1 1.526, C3 1.521, H10 1.097, H11 1.086
3 C -0.66 -0.87 0.40  C2 1.521, N4 1.506, C5 1.457, H12 1.086
4 N 0.05 -1.55 -0.74  C3 1.506, C5 1.259
5 C 0.77 -0.97 0.12  C3 1.457, N4 1.259, C6 1.457
6 C 2.11 -0.63 0.56  C5 1.457, H13 1.095, H14 1.083, H15 1.091
7 H 0.05 1.76 -0.52  C1 1.090
8 H -1.55 2.07 -1.20  C1 1.087
9 H -0.58 0.73 -1.82  C1 1.091
10 H -2.48 0.05 -0.24  C2 1.097
11 H -1.63 0.90 1.05  C2 1.086
12 H -1.09 -1.53 1.14  C3 1.086
13 H 2.27 -1.02 1.57  C6 1.095
14 H 2.21 0.44 0.61  C6 1.083
15 H 2.86 -1.05 -0.11  C6 1.091

Calculated values
* structure (SMILES): CC[C@H]1N=C1C
* net charge: 0
* HOMO-LUMO gap: 10.4 eV
* LUMO energy: 1.0 eV
* max |F|: 0.0293 Eh/bohr
* ΔE to the lowest compared entry with this formula, charge and spin: 157.1 kJ/mol
* HOMO: -9.412 eV

=====

Below is C5H9N in the gas phase in a non-equilibrium geometry, with properties calculated with ωB97M-V/def2-TZVPD.

Last columns: bonded neighbours and bond lengths (Å).
Atoms and positions in Å:
1 C -1.07 0.74 0.84  C2 1.531, C3 1.483, H7 1.107, H8 1.101
2 C -1.21 0.70 -0.69  C1 1.531, C6 1.739, H9 1.114, H10 1.078
3 C -0.31 -0.53 0.89  C1 1.483, N4 1.346, H11 1.069
4 N 0.73 -0.52 0.03  C3 1.346, C5 1.330, C6 1.457
5 C 1.94 -0.86 0.46  N4 1.330, H12 1.083, H13 1.081
6 C 0.31 0.07 -1.23  C2 1.739, N4 1.457, H14 1.090, H15 1.129
7 H -0.50 1.61 1.19  C1 1.107
8 H -1.98 0.68 1.46  C1 1.101
9 H -2.10 0.05 -0.86  C2 1.114
10 H -1.34 1.62 -1.24  C2 1.078
11 H -0.52 -1.41 1.46  C3 1.069
12 H 2.10 -0.79 1.53  C5 1.083
13 H 2.71 -1.22 -0.21  C5 1.081
14 H 0.03 -0.70 -1.95  C6 1.090
15 H 1.21 0.59 -1.68  C6 1.129

Calculated values
* net charge: 0
* HOMO-LUMO gap (spin up / spin down): 7.5 / 7.4 eV
* LUMO energy (spin up / spin down): 0.9 / 0.9 eV
* max |F|: 0.0312 Eh/bohr
* ΔE to the lowest compared entry with this formula, charge and spin: 371.1 kJ/mol
* HOMO (spin up / spin down): -6.597 / -6.520 eV

=====

Below is C5H9N in the gas phase in a non-equilibrium geometry, with properties calculated with ωB97M-V/def2-TZVPD.

Last columns: bonded neighbours and bond lengths (Å).
Atoms and positions in Å:
1 C -0.55 0.16 1.39  N2 1.540, C6 1.564, H7 1.127, H8 1.074
2 N -1.47 0.66 0.26  C1 1.540, C3 1.512, H9 0.998
3 C -0.76 0.68 -1.07  N2 1.512, C4 1.628, H10 1.060, H11 1.097
4 C 0.73 0.35 -0.50  C3 1.628, C5 1.533, C6 1.434, H12 1.045
5 C 1.64 -0.87 -0.29  C4 1.533, C6 1.454, H13 1.118, H14 1.053
6 C 0.41 -0.66 0.47  C1 1.564, C4 1.434, C5 1.454, H15 1.084
7 H 0.11 0.87 1.97  C1 1.127
8 H -1.16 -0.24 2.17  C1 1.074
9 H -2.31 0.13 0.12  N2 0.998
10 H -0.93 1.51 -1.72  C3 1.060
11 H -0.99 -0.24 -1.62  C3 1.097
12 H 1.17 1.21 -0.10  C4 1.045
13 H 2.66 -0.51 -0.04  C5 1.118
14 H 1.62 -1.70 -0.94  C5 1.053
15 H -0.19 -1.36 -0.11  C6 1.084

Calculated values
* structure (SMILES): C1NC[C@@H]2C[C@@H]12
* net charge: 0
* HOMO-LUMO gap: 9.9 eV
* LUMO energy: 1.2 eV
* max |F|: 0.0827 Eh/bohr
* ΔE to the lowest compared entry with this formula, charge and spin: 421.5 kJ/mol
* HOMO: -8.708 eV

=====

- Look up the max |F| of the fourth one.
  0.0827 Eh/bohr